No. 1
76
Properties=species:S:1:pos:R:3 method="wB97M-V/def2-TZVPD" homo_energy_ev="-13.5100 / -13.5082" energy_ev=-86403.9313 multiplicity=1 e_above_lowest_kcal_mol=38.13 orbital_gap_ev="6.4 / 6.4" total_charge=+2
Ti 0.40 0.24 -0.55
C -0.08 -3.00 1.49
C -0.26 -1.78 2.37
C 0.40 -1.65 3.56
C 0.12 -0.63 4.48
C 0.80 -0.49 5.84
C -0.82 0.34 4.08
C -1.58 0.19 2.93
C -2.63 1.27 2.68
C -1.25 -0.85 2.05
H -1.06 -3.31 1.11
H 0.32 -3.90 2.00
H 0.66 -2.84 0.71
H 1.12 -2.39 3.83
H 0.02 -0.40 6.58
H 1.48 0.32 6.03
H 1.39 -1.41 6.10
H -1.05 1.09 4.84
H -2.50 1.75 1.70
H -2.51 2.05 3.38
H -3.65 0.92 2.73
H -1.97 -1.02 1.20
C 1.31 2.46 2.07
C 1.98 1.17 2.15
C 2.73 0.80 3.28
C 3.63 -0.26 3.20
C 3.67 -1.02 2.03
C 2.84 -0.71 0.95
N 1.95 0.35 1.04
C 2.86 -1.45 -0.31
C 3.65 -2.58 -0.61
C 3.43 -3.17 -1.82
C 2.61 -2.57 -2.76
C 1.92 -1.42 -2.41
N 2.08 -0.89 -1.21
C 0.98 -0.62 -3.28
C 0.42 -1.09 -4.41
C -0.29 -0.21 -5.19
C -0.39 1.10 -4.76
C 0.10 1.54 -3.55
C 0.23 2.99 -3.26
N 0.73 0.64 -2.79
H 0.82 2.80 2.98
H 0.48 2.45 1.39
H 1.97 3.17 1.58
H 2.71 1.45 4.16
H 4.12 -0.55 4.13
H 4.22 -1.94 1.90
H 4.40 -2.97 0.13
H 4.01 -4.03 -2.03
H 2.41 -3.05 -3.70
H 0.53 -2.14 -4.63
H -0.78 -0.54 -6.14
H -0.79 1.93 -5.35
H 0.88 3.52 -4.00
H 0.74 3.12 -2.34
H -0.74 3.51 -3.30
Cl -6.41 2.94 -2.98
C -4.82 2.63 -2.45
C -4.51 1.26 -2.18
C -3.26 0.97 -1.67
C -2.32 2.01 -1.39
C -1.05 1.67 -0.67
C -2.74 3.31 -1.71
C -3.99 3.68 -2.24
H -5.27 0.60 -2.55
H -2.93 -0.03 -1.49
H -1.28 1.05 0.21
H -0.44 2.52 -0.39
H -2.01 4.09 -1.63
H -4.02 4.78 -2.44
F -1.72 -4.47 -1.02
B -0.79 -4.18 -1.91
F -1.10 -3.84 -3.17
F 0.51 -4.23 -1.66
F -0.60 -1.09 -0.92


No. 2
18
Properties=species:S:1:pos:R:3 method="wB97M-V/def2-TZVPD" homo_energy_ev=-7.3250 energy_ev=-9909.0948 multiplicity=1 e_above_lowest_kcal_mol=72.57 orbital_gap_ev=7.9
N -1.79 -2.19 -0.13
C -0.51 -1.73 0.03
C 0.00 -0.82 -0.84
C 1.30 -0.19 -0.63
C 1.85 0.24 -1.77
H -2.25 -2.75 0.50
H -2.54 -1.76 -0.78
H 0.15 -2.09 0.93
H -0.53 -0.39 -1.67
H 1.77 -0.05 0.32
H 2.87 0.61 -1.93
H 1.41 -0.04 -2.75
H -0.60 1.02 2.91
H 0.11 -0.05 3.73
O -0.40 0.13 3.03
H 0.52 3.77 0.08
H -0.01 2.60 -0.45
O -0.13 3.55 -0.63


No. 3
23
Properties=species:S:1:pos:R:3 method="wB97M-V/def2-TZVPD" homo_energy_ev=-9.0362 energy_ev=-9559.8479 multiplicity=1 e_above_lowest_kcal_mol=7.69 orbital_gap_ev=10.1
C -1.22 -1.48 -1.59
C -1.04 1.33 0.96
C -1.55 2.40 0.22
C -0.83 0.11 0.35
C -1.30 -0.13 -0.94
C -2.00 2.18 -1.07
C -1.90 0.91 -1.63
H -0.83 1.50 2.01
H -1.71 3.36 0.68
H -0.24 -0.71 0.78
H -2.33 2.98 -1.72
H -0.47 -2.14 -1.14
H -1.00 -1.38 -2.65
H -2.28 0.75 -2.63
H -2.16 -2.01 -1.50
C 2.75 -1.53 0.78
C 2.44 -0.37 1.73
H 2.78 -2.49 1.30
H 1.99 -1.65 0.00
H 3.72 -1.49 0.28
H 1.90 -0.68 2.62
H 1.91 0.40 1.17
H 3.37 0.15 1.97


No. 4
43
Properties=species:S:1:pos:R:3 method="wB97M-V/def2-TZVPD" homo_energy_ev="-3.9004 / -3.9017" energy_ev=-96050.8181 multiplicity=1 orbital_gap_ev="5.9 / 5.9" total_charge=-1
In 0.00 0.00 0.00
N 3.26 -2.80 -0.74
C 2.37 -1.95 -0.18
S 0.81 -2.07 -0.89
N 2.72 -1.09 0.73
N 1.68 -0.26 1.12
C 1.52 -0.03 2.38
C 2.51 -0.40 3.42
C 2.15 -1.24 4.48
C 3.09 -1.52 5.48
C 4.37 -0.97 5.42
C 4.73 -0.14 4.35
C 3.80 0.14 3.35
C 0.25 0.65 2.76
C 0.09 1.33 3.97
C -1.14 1.92 4.23
C -2.16 1.83 3.29
C -1.91 1.14 2.11
N -0.73 0.56 1.83
H 2.87 -3.08 -1.63
H 4.16 -2.36 -0.81
H 1.16 -1.69 4.51
H 2.82 -2.19 6.30
H 5.10 -1.20 6.19
H 5.73 0.27 4.29
H 4.07 0.77 2.51
H 0.90 1.41 4.68
H -1.30 2.46 5.16
H -3.14 2.28 3.47
H -2.67 1.03 1.34
Cl -5.92 2.45 -2.52
C -4.61 1.39 -2.04
C -4.70 0.01 -2.29
Cl -6.12 -0.64 -3.08
C -3.65 -0.83 -1.91
Cl -3.77 -2.56 -2.22
C -2.49 -0.32 -1.27
O -1.48 -0.97 -0.86
C -2.40 1.06 -1.02
O -1.32 1.39 -0.44
C -3.47 1.91 -1.41
Cl -3.36 3.63 -1.10
H 0.61 1.61 0.54


No. 5
23
Properties=species:S:1:pos:R:3 method="wB97M-V/def2-TZVPD" homo_energy_ev=-8.9691 energy_ev=-9559.5748 multiplicity=1 e_above_lowest_kcal_mol=13.99 orbital_gap_ev=10.0
C 3.23 -0.99 2.18
C -0.40 -0.09 1.64
C 0.73 -0.57 2.27
C -0.33 0.99 0.77
C 1.99 -0.23 1.76
C 0.93 1.46 0.41
C 2.08 0.91 0.95
H -1.36 -0.57 1.84
H 0.74 -1.35 3.02
H -1.18 1.47 0.33
H 1.07 2.28 -0.28
H 4.10 -0.36 2.34
H 3.36 -1.72 1.39
H 3.06 1.32 0.70
H 3.04 -1.50 3.12
C -2.33 0.55 -3.07
C -3.00 -0.73 -2.56
H -2.68 1.49 -2.65
H -1.31 0.47 -2.71
H -2.24 0.49 -4.15
H -2.75 -1.56 -3.23
H -2.69 -0.99 -1.55
H -4.09 -0.78 -2.53


No. 6
39
Properties=species:S:1:pos:R:3 method="wB97M-V/def2-TZVPD" homo_energy_ev=-9.8179 energy_ev=-38493.0625 multiplicity=1 e_above_lowest_kcal_mol=28.35 orbital_gap_ev=10.6
O -1.17 0.48 -0.85
O 0.83 -1.11 0.04
C -4.36 1.51 1.50
C 3.10 -2.14 -1.92
C -3.49 0.88 0.76
C 3.31 -0.94 -1.43
C -1.71 -2.30 -0.19
C -0.19 -1.64 -2.67
C -0.79 0.82 2.03
C -1.75 3.22 0.13
C 3.41 -0.96 1.56
C 2.21 1.51 0.02
Si -0.54 -1.07 -0.92
Si -1.74 1.36 0.51
Si 2.39 -0.38 0.09
H -4.20 2.48 1.99
H -5.36 1.08 1.67
H 3.67 -2.46 -2.77
H 2.35 -2.78 -1.51
H -3.68 -0.08 0.35
H 3.96 -0.24 -1.90
H -2.61 -2.35 -0.82
H -1.92 -1.95 0.79
H -1.25 -3.29 -0.14
H 0.29 -2.62 -2.68
H -1.17 -1.84 -3.12
H 0.33 -0.85 -3.22
H -0.70 -0.28 2.06
H -1.32 1.12 2.92
H 0.17 1.32 1.95
H -1.07 3.43 -0.69
H -1.46 3.87 0.95
H -2.72 3.60 -0.18
H 2.83 -0.61 2.42
H 4.39 -0.46 1.55
H 3.52 -2.03 1.72
H 1.69 1.88 0.90
H 3.18 2.02 -0.06
H 1.60 1.80 -0.83